An isolated ion of composition C2H6NS and charge +1 in a non-equilibrium geometry. Source: the OMol25 dataset; level of theory: ωB97M-V/def2-TZVPD.

XYZ file:
```
10
C2H6NS ωB97M-V/def2-TZVPD
C -0.218 -1.119 0.076
N 0.734 0.007 -0.279
C -0.270 1.080 0.048
S -1.680 0.016 -0.052
H -0.118 -2.001 -0.585
H -0.368 -1.371 1.124
H 1.591 -0.057 0.394
H 0.639 0.093 -1.319
H -0.129 1.382 1.170
H -0.181 1.970 -0.577
```

The SMILES is C1[NH2+]CS1. Its net charge is +1. The value obtained for the frontier orbital gap is 9.92 eV. As for the total energy: -14487.62851 eV.

***

An isolated ion of composition C2H6NS2 and charge +1 in a non-equilibrium geometry. Source: the OMol25 dataset; level of theory: ωB97M-V/def2-TZVPD.

XYZ file:
```
11
C2H6NS2 ωB97M-V/def2-TZVPD
C 0.532 -1.223 -0.091
C -0.656 -0.529 0.250
N -0.710 0.924 -0.204
S 2.132 -0.836 -0.052
S 2.306 1.141 -0.066
H 0.479 -2.250 -0.189
H -0.892 -0.490 1.384
H -1.681 -0.954 -0.114
H 0.417 1.271 -0.035
H -1.293 1.648 0.304
H -0.634 1.298 -1.186
```

Its net charge is +1. The value obtained for the frontier orbital gap (alpha / beta) is 7.58 / 7.58 eV. As for the total energy: -25322.93395 eV.

***

A 2-piece molecular cluster, C2H6O overall. Source: the OMol25 dataset; level of theory: ωB97M-V/def2-TZVPD.

XYZ file:
```
9
C2H6O ωB97M-V/def2-TZVPD
H 1.597 -0.799 0.745
H 1.429 -1.415 1.103
C 0.399 0.342 -0.892
C -0.555 0.118 0.019
O -1.661 0.906 0.066
H 0.458 1.319 -1.357
H 1.033 -0.442 -1.304
H -0.518 -0.649 0.798
H -2.183 0.620 0.821
```

The SMILES is [H][H].C=CO. Its net charge is 0. The value obtained for the frontier orbital gap is 9.65 eV. As for the total energy: -4216.45681 eV.

***

A 2-piece molecular cluster, C2H6O overall in a non-equilibrium geometry. Source: the OMol25 dataset; level of theory: ωB97M-V/def2-TZVPD.

XYZ file:
```
9
C2H6O ωB97M-V/def2-TZVPD
C 2.069 0.162 0.893
O 1.766 -0.268 -0.184
H 3.049 0.537 1.096
H 1.333 0.230 1.701
C -1.596 -0.128 -0.715
H -1.268 -1.088 -0.411
H -0.849 0.627 -0.896
H -2.254 0.236 0.084
H -2.250 -0.308 -1.567
```

The SMILES is C=O.C. Its net charge is 0. The value obtained for the frontier orbital gap is 11.17 eV. As for the total energy: -4217.66069 eV.

***

One molecule with the formula C2H6O in a non-equilibrium geometry. Source: the OMol25 dataset; level of theory: ωB97M-V/def2-TZVPD.

XYZ file:
```
9
C2H6O ωB97M-V/def2-TZVPD
C -0.886 -0.329 0.086
C 0.336 0.570 0.076
O 1.655 -0.241 0.071
H -1.327 -0.422 -0.903
H -0.616 -1.321 0.441
H -1.635 0.076 0.763
H 0.440 1.125 1.006
H 0.370 1.253 -0.771
H 1.663 -0.712 -0.769
```

The SMILES is CCO. Its net charge is 0. The value obtained for the frontier orbital gap is 11.53 eV. As for the total energy: -4218.19177 eV.

***

A 2-piece molecular cluster, C2H6O overall in a non-equilibrium geometry. Source: the OMol25 dataset; level of theory: ωB97M-V/def2-TZVPD.

XYZ file:
```
9
C2H6O ωB97M-V/def2-TZVPD
C 0.471 1.278 -0.509
C 0.263 1.545 0.773
H 1.039 0.387 -0.800
H 0.121 1.943 -1.307
H 0.603 0.935 1.618
H -0.339 2.433 0.996
O -0.674 -3.084 0.059
H -0.396 -3.246 -0.871
H -1.087 -2.191 0.041
```

The SMILES is C=C.O. Its net charge is 0. The value obtained for the frontier orbital gap is 11.27 eV. As for the total energy: -4217.73241 eV.

***

A 2-piece molecular cluster, C2H6O overall in a non-equilibrium geometry. Source: the OMol25 dataset; level of theory: ωB97M-V/def2-TZVPD.

XYZ file:
```
9
C2H6O ωB97M-V/def2-TZVPD
C -0.254 0.865 1.091
C -0.826 0.669 -0.061
H -0.612 0.482 1.974
H 0.577 1.685 1.233
H -0.476 1.194 -1.027
H -1.650 -0.002 -0.189
O 0.935 -2.001 -1.061
H 1.286 -1.522 -0.239
H 1.020 -1.370 -1.721
```

The SMILES is C=C.O. Its net charge is 0. The value obtained for the frontier orbital gap is 11.53 eV. As for the total energy: -4217.37844 eV.

***

One molecule with the formula C2H6O2 in a non-equilibrium geometry. Source: the OMol25 dataset; level of theory: ωB97M-V/def2-TZVPD.

XYZ file:
```
10
C2H6O2 ωB97M-V/def2-TZVPD
O -1.319 -0.622 0.091
C -0.738 0.555 -0.344
C 0.677 0.588 0.322
O 1.474 -0.517 -0.131
H -1.301 -0.598 1.122
H -0.623 0.549 -1.425
H -1.385 1.458 -0.090
H 0.381 0.595 1.375
H 1.286 1.468 0.018
H 0.767 -1.211 -0.546
```

The SMILES is OCCO. Its net charge is 0. The value obtained for the frontier orbital gap is 11.08 eV. As for the total energy: -6265.03691 eV.

***

A 2-piece molecular cluster, C2H6O2 overall in a non-equilibrium geometry. Source: the OMol25 dataset; level of theory: ωB97M-V/def2-TZVPD.

XYZ file:
```
10
C2H6O2 ωB97M-V/def2-TZVPD
C 0.025 1.038 -0.421
C 0.014 -0.298 0.265
O 0.439 -0.271 1.531
O 0.487 -1.376 -0.420
H -0.656 1.053 -1.270
H -0.283 1.800 0.288
H 1.040 1.258 -0.765
H -1.825 -0.656 0.279
H 0.608 -1.169 1.840
H 0.152 -1.377 -1.325
```

As for the spin multiplicity: 3. Its net charge is 0. The value obtained for the frontier orbital gap (alpha / beta) is 6.40 / 10.94 eV. Its expectation value of S² is 2.0026. As for the total energy: -6260.89195 eV.

***

C2H6O2P3 as an isolated structure in a non-equilibrium geometry. Source: the OMol25 dataset; level of theory: ωB97M-V/def2-TZVPD.

XYZ file:
```
13
C2H6O2P3 ωB97M-V/def2-TZVPD
C 1.379 0.550 -0.522
C -0.060 -0.102 0.068
O 1.444 1.721 -0.785
O 2.241 -0.315 -0.429
P 0.323 -1.886 0.240
P -1.700 0.171 -0.818
P -0.515 0.269 1.798
H -1.094 -2.107 0.316
H 0.315 -1.961 -1.042
H -1.557 1.641 -0.739
H -1.376 -0.033 -2.114
H -0.314 1.602 1.805
H 0.915 0.450 2.220
```

Its net charge is -1. The value obtained for the frontier orbital gap is 8.51 eV. As for the total energy: -34131.90839 eV.

***

An isolated ion of composition C2H6O2PS and charge -1 in a non-equilibrium geometry. Source: the OMol25 dataset; level of theory: ωB97M-V/def2-TZVPD.

XYZ file:
```
12
C2H6O2PS ωB97M-V/def2-TZVPD
C 0.875 0.756 -0.187
C -1.034 -1.122 0.060
O -3.621 -0.515 -0.474
O -2.417 0.781 1.278
P 0.476 -0.650 0.877
S -2.438 0.315 -0.138
H 1.096 0.253 -1.161
H 1.746 1.315 0.053
H 0.066 1.238 -0.574
H -1.539 -2.038 0.416
H -0.473 -1.579 -1.022
H 0.095 0.274 1.950
```

Its net charge is -1. The value obtained for the frontier orbital gap is 7.17 eV. As for the total energy: -26389.78098 eV.

***

C2H6O2Rb as an isolated structure in a non-equilibrium geometry. Source: the OMol25 dataset; level of theory: ωB97M-V/def2-TZVPD.

XYZ file:
```
11
C2H6O2Rb ωB97M-V/def2-TZVPD
Rb -2.471 -1.465 2.118
C 0.899 0.655 -0.199
C -0.506 0.254 -0.598
O -0.772 -1.108 -0.189
O 1.122 0.636 1.198
H 1.176 1.650 -0.553
H 1.650 0.012 -0.692
H -0.638 0.332 -1.677
H -1.195 0.942 -0.105
H -0.277 -1.642 -0.823
H 1.013 -0.265 1.519
```

Its net charge is +1. The value obtained for the frontier orbital gap is 9.82 eV. As for the total energy: -6915.89802 eV.

***

> What is the formula in the second record?

C2H6NS2

***

> Which formula does entry 1 have?

C2H6NS

***

What did the fourth record say?
A 2-piece molecular cluster, C2H6O overall in a non-equilibrium geometry. Source: the OMol25 dataset; level of theory: ωB97M-V/def2-TZVPD.

XYZ file:
```
9
C2H6O ωB97M-V/def2-TZVPD
C 2.069 0.162 0.893
O 1.766 -0.268 -0.184
H 3.049 0.537 1.096
H 1.333 0.230 1.701
C -1.596 -0.128 -0.715
H -1.268 -1.088 -0.411
H -0.849 0.627 -0.896
H -2.254 0.236 0.084
H -2.250 -0.308 -1.567
```

The SMILES is C=O.C. Its net charge is 0. The value obtained for the frontier orbital gap is 11.17 eV. As for the total energy: -4217.66069 eV.